Entry from the Open Molecules 2025 dataset: 9 unconnected molecules or ions with the total composition C51H86F9N10O4PS3 (ωB97M-V with the def2-TZVPD basis set).

Each line ends with the Mulliken charge.
Cartesian coordinates (Å):
C: 1.641 -6.789 0.823  -0.874
C: 1.931 -5.433 0.130  -0.836
P: 0.470 -4.311 0.284  0.191
C: 0.582 -3.263 1.801  -0.241
C: -0.753 -2.538 2.132  -0.805
C: 0.324 -3.240 -1.282  -0.433
C: -0.913 -2.327 -1.236  -1.412
C: -1.568 -2.109 -2.626  -0.288
C: -2.605 -0.968 -2.646  -1.880
S: -3.419 -0.697 -1.050  -0.347
C: -4.521 -2.114 -0.870  0.361
S: -5.146 -2.837 -2.191  -0.113
N: -4.741 -2.450 0.462  -0.021
C: -5.453 -1.391 1.186  -0.911
C: -6.890 -1.174 0.622  -0.426
O: -7.421 -2.319 -0.006  -0.355
C: -7.021 -3.508 0.624  -0.346
C: -5.470 -3.700 0.637  -0.911
O: 0.214 -4.091 -2.407  -0.481
C: -0.658 -5.210 -2.243  -0.153
C: -1.180 -5.569 -3.661  -0.757
N: -2.662 -5.609 -3.598  -0.473
S: 1.941 -2.355 -1.482  1.743
O: 2.823 -2.450 -0.348  -0.663
O: 2.568 -2.866 -2.670  -0.788
C: 1.737 -0.522 -1.830  0.305
F: 0.900 -0.313 -2.827  -0.238
F: 2.929 -0.158 -2.268  -0.165
C: 1.434 0.344 -0.566  0.419
F: 1.030 -0.383 0.456  -0.060
F: 2.564 0.917 -0.173  -0.305
C: 0.415 1.497 -0.750  0.515
F: -0.751 1.096 -1.211  -0.070
F: 0.168 1.967 0.468  -0.313
C: 0.940 2.705 -1.583  0.481
F: 1.807 2.359 -2.501  -0.234
F: -0.034 3.353 -2.157  -0.287
F: 1.525 3.549 -0.766  -0.214
H: 1.237 -7.505 0.105  0.374
H: 2.544 -7.173 1.296  0.392
H: 0.857 -6.645 1.571  -0.065
H: 2.123 -5.624 -0.928  0.453
H: 2.827 -4.989 0.566  0.591
H: 0.750 -3.964 2.625  0.556
H: 1.439 -2.587 1.824  0.228
H: -1.044 -2.772 3.155  0.491
H: -1.555 -2.941 1.511  0.193
H: -0.677 -1.457 2.046  -0.002
H: -1.662 -2.867 -0.655  1.094
H: -0.762 -1.381 -0.713  0.238
H: -2.120 -3.032 -2.826  0.121
H: -0.826 -2.034 -3.421  0.705
H: -2.216 -0.021 -3.019  0.413
H: -3.381 -1.273 -3.353  0.864
H: -5.531 -1.675 2.237  0.446
H: -4.910 -0.450 1.110  0.329
H: -7.537 -0.836 1.443  0.352
H: -6.819 -0.383 -0.126  0.328
H: -7.446 -4.353 0.084  0.319
H: -7.393 -3.561 1.657  0.261
H: -5.145 -4.491 -0.029  0.483
H: -5.237 -4.051 1.651  0.468
H: -0.148 -6.101 -1.871  0.177
H: -1.546 -4.979 -1.657  0.210
H: -0.801 -6.555 -3.951  0.438
H: -0.898 -4.791 -4.369  0.259
H: -2.905 -6.148 -2.771  0.193
H: -3.036 -6.146 -4.374  0.258
C: -2.317 -9.631 4.344  -1.169
C: -1.331 -9.894 3.211  -0.593
C: -0.636 -8.621 2.716  -0.318
C: -1.629 -7.664 2.200  0.378
N: -2.405 -6.929 1.800  -0.462
H: -3.130 -8.978 4.023  0.348
H: -2.765 -10.565 4.683  0.347
H: -1.819 -9.165 5.197  0.293
H: -1.859 -10.369 2.381  0.311
H: -0.572 -10.600 3.553  0.356
H: 0.066 -8.860 1.919  0.236
H: -0.078 -8.150 3.527  0.353
C: -9.211 -2.582 -3.797  -1.025
C: -9.155 -2.667 -5.318  -0.401
C: -9.451 -4.074 -5.848  -0.426
C: -8.464 -5.040 -5.337  0.253
N: -7.695 -5.784 -4.941  -0.417
H: -8.456 -3.217 -3.332  0.249
H: -9.024 -1.560 -3.466  0.308
H: -10.192 -2.884 -3.423  0.338
H: -8.167 -2.348 -5.658  0.273
H: -9.881 -1.971 -5.744  0.309
H: -9.413 -4.084 -6.938  0.284
H: -10.447 -4.396 -5.542  0.277
C: 3.810 0.292 2.748  -0.018
C: 3.587 1.186 3.963  -0.307
C: 3.092 0.399 5.179  -0.833
C: 1.809 -0.258 4.876  0.288
N: 0.815 -0.766 4.642  -0.439
H: 2.879 -0.176 2.424  -0.155
H: 4.186 0.872 1.907  -0.249
H: 4.534 -0.498 2.963  0.381
H: 2.868 1.962 3.707  0.224
H: 4.516 1.687 4.225  0.381
H: 2.952 1.066 6.030  0.364
H: 3.818 -0.364 5.465  0.350
C: 5.430 3.153 -1.950  -1.272
C: 5.089 2.331 -3.189  0.466
C: 6.184 1.326 -3.560  -0.458
C: 7.447 2.021 -3.858  0.072
N: 8.423 2.567 -4.089  -0.472
H: 6.321 3.763 -2.104  0.417
H: 4.610 3.831 -1.705  0.362
H: 5.603 2.503 -1.088  0.359
H: 4.909 3.007 -4.029  0.324
H: 4.161 1.790 -3.009  -0.424
H: 5.888 0.751 -4.437  0.442
H: 6.352 0.626 -2.740  0.293
C: 7.176 5.464 2.176  -1.193
C: 7.113 3.941 2.218  -0.706
C: 5.693 3.397 2.032  0.724
C: 4.808 3.886 3.102  0.181
N: 4.140 4.310 3.923  -0.504
H: 6.600 5.912 2.987  0.338
H: 8.206 5.805 2.282  0.369
H: 6.789 5.846 1.229  0.259
H: 7.517 3.592 3.171  0.345
H: 7.751 3.534 1.432  0.386
H: 5.700 2.309 2.055  0.051
H: 5.286 3.713 1.070  -0.162
C: 7.018 5.559 -4.555  -0.917
C: 5.792 6.349 -4.108  -0.160
C: 5.423 7.480 -5.073  -0.567
C: 6.527 8.447 -5.183  0.219
N: 7.387 9.192 -5.268  -0.418
H: 7.908 6.188 -4.595  0.467
H: 7.225 4.752 -3.860  -0.004
H: 6.864 5.121 -5.544  0.280
H: 5.976 6.762 -3.113  0.291
H: 4.940 5.669 -4.020  0.087
H: 4.535 8.006 -4.719  0.343
H: 5.206 7.081 -6.064  0.308
C: 1.809 6.551 3.949  -1.016
C: 0.520 7.203 4.435  -0.411
C: 0.043 8.340 3.526  -0.282
C: 1.052 9.410 3.465  0.095
N: 1.838 10.234 3.417  -0.421
H: 2.638 7.260 3.939  0.332
H: 2.093 5.732 4.605  0.353
H: 1.690 6.149 2.940  0.218
H: 0.670 7.582 5.448  0.345
H: -0.264 6.443 4.489  0.235
H: -0.889 8.761 3.908  0.296
H: -0.141 7.969 2.516  0.249
C: -3.463 5.485 1.723  -1.179
C: -3.716 6.392 2.923  0.015
C: -4.204 5.626 4.157  -0.316
C: -5.475 4.942 3.870  0.092
N: -6.462 4.413 3.648  -0.412
H: -4.378 4.989 1.397  0.394
H: -3.090 6.066 0.879  0.342
H: -2.722 4.718 1.960  0.272
H: -4.450 7.151 2.647  0.331
H: -2.792 6.917 3.177  -0.129
H: -4.358 6.311 4.991  0.334
H: -3.467 4.882 4.462  0.264

Calculated values
Gap between HOMO and LUMO (eV): 8.25
LUMO level (eV): 0.10
E_tot (eV): -143619.870
SMILES string: CCP(CC)[C@](CCCSC(=S)N1CCOCC1)(OCCN)S(=O)(=O)C(F)(F)C(F)(F)C(F)(F)C(F)(F)F.CCCC#N.CCCC#N.CCCC#N.CCCC#N.CCCC#N.CCCC#N.CCCC#N.CCCC#N
Multiplicity: 1
E_HOMO (eV): -8.157